{
  "formula": "C16H32ClNOP2Sn",
  "method": "ωB97M-V/def2-TZVPD",
  "elements": ["Sn", "P", "P", "N", "H", "C", "H", "H", "H", "C", "H", "H", "H", "C", "H", "H", "H", "C", "H", "H", "H", "C", "H", "H", "H", "C", "H", "H", "H", "C", "C", "C", "C", "C", "C", "H", "H", "H", "H", "H", "C", "O", "C", "H", "H", "H", "C", "H", "H", "H", "Cl", "C", "H", "H"],
  "xyz": [[0.257, -0.216, 0.216], [-1.374, -2.198, 0.126], [1.751, 1.947, 0.296], [-0.734, 0.655, -1.345], [-0.305, -1.421, 3.018], [-3.006, -1.898, 0.854], [-3.586, -2.830, 0.797], [-3.522, -1.107, 0.292], [-2.906, -1.585, 1.903], [-0.755, -3.704, 0.925], [-1.556, -4.456, 0.895], [-0.487, -3.499, 1.971], [0.134, -4.088, 0.410], [-1.733, -2.650, -1.599], [-2.272, -3.609, -1.606], [-0.808, -2.746, -2.183], [-2.352, -1.873, -2.067], [0.931, 3.321, 1.153], [1.640, 4.160, 1.199], [0.642, 3.010, 2.167], [0.031, 3.621, 0.598], [3.254, 1.652, 1.278], [3.792, 2.608, 1.338], [3.893, 0.890, 0.814], [2.980, 1.321, 2.292], [2.229, 2.580, -1.338], [2.958, 3.390, -1.190], [1.339, 2.960, -1.859], [2.674, 1.782, -1.949], [-0.870, 0.783, -2.640], [-2.325, 1.704, -4.414], [-2.043, 1.516, -3.077], [0.007, 0.291, -3.691], [-0.299, 0.503, -5.024], [-1.454, 1.204, -5.401], [-3.227, 2.244, -4.705], [-2.686, 1.901, -2.282], [0.902, -0.247, -3.385], [0.369, 0.117, -5.801], [-1.679, 1.370, -6.453], [-0.027, -0.395, 3.337], [0.010, 0.405, 2.175], [-1.087, 0.164, 4.271], [-0.761, 0.075, 5.317], [-2.022, -0.393, 4.165], [-1.285, 1.222, 4.062], [1.289, -0.442, 4.089], [1.547, 0.561, 4.460], [2.120, -0.818, 3.486], [1.169, -1.111, 4.955], [2.648, -2.284, 1.133], [2.041, -1.433, -0.278], [2.831, -0.782, -0.677], [1.719, -2.169, -1.025]],
  "charge": 0,
  "lumo_energy_ha": 0.0154,
  "homo_lumo_gap_ev": 5.883
}



{
  "formula": "C28H60IN7O5P3",
  "method": "ωB97M-V/def2-TZVPD",
  "elements": ["C", "C", "C", "C", "C", "C", "O", "C", "C", "C", "C", "C", "C", "P", "O", "I", "C", "C", "C", "C", "N", "O", "H", "H", "H", "H", "H", "H", "H", "H", "H", "H", "H", "H", "H", "H", "H", "H", "H", "H", "H", "H", "H", "H", "H", "H", "O", "P", "N", "C", "C", "N", "C", "C", "N", "C", "C", "H", "H", "H", "H", "H", "H", "H", "H", "H", "H", "H", "H", "H", "H", "H", "H", "H", "H", "O", "P", "N", "C", "C", "N", "C", "C", "N", "C", "C", "H", "H", "H", "H", "H", "H", "H", "H", "H", "H", "H", "H", "H", "H", "H", "H", "H", "H"],
  "xyz": [[3.947, -0.589, 2.061], [3.140, -0.962, 0.643], [1.729, -1.661, 1.126], [2.966, 0.462, -0.149], [2.126, 0.179, -1.527], [0.561, 0.604, -1.197], [-0.443, -0.015, -2.066], [-1.266, -1.014, -1.358], [-1.375, -2.580, -1.937], [-2.300, -3.713, -1.134], [-3.115, -3.380, 0.283], [-3.010, -1.844, 0.847], [-2.126, -0.730, 0.032], [2.735, 1.524, -2.800], [2.079, 1.168, -4.409], [5.172, 1.482, -3.085], [2.321, -1.291, -2.196], [3.386, -2.297, -1.489], [4.643, -2.568, -2.560], [2.652, -3.794, -1.349], [4.024, -1.834, -0.212], [5.262, -1.337, -0.379], [4.974, -0.062, 1.878], [3.979, -1.500, 2.795], [3.254, 0.228, 2.589], [1.173, -1.010, 1.925], [1.893, -2.746, 1.549], [0.980, -1.791, 0.206], [4.017, 0.956, -0.294], [2.361, 1.187, 0.579], [0.383, 0.478, -0.048], [0.500, 1.779, -1.403], [-0.850, -2.943, -2.918], [-2.436, -4.830, -1.524], [-3.743, -4.168, 0.880], [-3.540, -1.473, 1.849], [-2.059, 0.367, 0.497], [1.466, 0.380, -4.324], [2.711, -1.111, -3.310], [1.312, -1.914, -2.339], [5.445, -3.313, -2.134], [4.140, -3.103, -3.502], [5.117, -1.581, -2.971], [3.326, -4.487, -0.654], [2.684, -4.314, -2.418], [1.575, -3.704, -0.900], [-3.724, 4.208, -3.598], [-3.580, 3.664, -5.041], [-2.165, 2.808, -4.617], [-0.928, 2.641, -5.355], [-2.397, 1.619, -3.797], [-3.205, 5.225, -5.656], [-1.898, 5.829, -5.442], [-4.232, 6.234, -5.359], [-3.415, 3.040, -6.700], [-3.865, 1.679, -6.940], [-2.844, 3.678, -7.869], [-1.021, 1.929, -6.179], [-0.131, 2.268, -4.699], [-0.537, 3.574, -5.752], [-2.625, 0.745, -4.422], [-3.246, 1.760, -3.116], [-1.535, 1.385, -3.168], [-1.553, 5.723, -4.410], [-1.893, 6.898, -5.693], [-1.161, 5.398, -6.123], [-4.147, 6.615, -4.332], [-5.232, 5.809, -5.482], [-4.158, 7.081, -6.048], [-3.015, 0.998, -7.053], [-4.489, 1.611, -7.837], [-4.475, 1.316, -6.106], [-1.759, 3.779, -7.787], [-3.283, 4.663, -8.056], [-3.033, 3.102, -8.784], [-0.187, -2.034, 4.695], [0.158, -2.187, 6.197], [-1.144, -1.173, 6.637], [-1.207, -0.132, 7.645], [-2.465, -1.786, 6.498], [1.613, -1.291, 6.016], [1.598, 0.157, 5.868], [2.521, -1.848, 5.002], [0.554, -2.362, 7.923], [-0.246, -3.302, 8.692], [1.547, -1.662, 8.714], [-1.275, -0.532, 8.660], [-2.089, 0.504, 7.493], [-0.367, 0.555, 7.604], [-2.732, -2.359, 7.396], [-2.499, -2.479, 5.648], [-3.242, -1.039, 6.316], [0.840, 0.496, 5.156], [2.571, 0.547, 5.539], [1.438, 0.639, 6.834], [2.219, -1.568, 3.984], [2.539, -2.939, 5.063], [3.547, -1.502, 5.165], [-0.951, -2.776, 9.343], [0.379, -3.956, 9.308], [-0.825, -3.954, 8.030], [1.276, -0.616, 8.871], [2.542, -1.711, 8.262], [1.664, -2.106, 9.711]],
  "charge": 0,
  "multiplicity": 2,
  "lumo_energy_ha": -0.0460,
  "homo_lumo_gap_ev": 6.319
}



{
  "formula": "C28H43Br2N3O5S2",
  "method": "ωB97M-V/def2-TZVPD",
  "elements": ["C", "C", "C", "C", "O", "C", "Br", "N", "C", "O", "C", "C", "C", "C", "C", "C", "C", "C", "C", "O", "O", "C", "C", "O", "C", "C", "C", "C", "S", "C", "S", "N", "C", "C", "N", "C", "C", "Br", "C", "C", "H", "H", "H", "H", "H", "H", "H", "H", "H", "H", "H", "H", "H", "H", "H", "H", "H", "H", "H", "H", "H", "H", "H", "H", "H", "H", "H", "H", "H", "H", "H", "H", "H", "H", "H", "H", "H", "H", "H", "H", "H", "H", "H"],
  "xyz": [[3.422, 5.625, -0.018], [2.530, 5.363, -1.008], [1.939, 4.007, -1.301], [0.537, 3.828, -0.710], [0.071, 2.546, -1.113], [-1.231, 2.227, -0.798], [-2.217, 2.570, -2.560], [-1.812, 3.078, 0.215], [-2.743, 3.815, -0.076], [-3.717, 4.403, -0.072], [-1.330, 0.695, -0.493], [-0.637, 0.289, 0.825], [0.327, 1.254, 1.544], [1.801, 1.220, 1.124], [2.497, -0.068, 1.604], [-2.791, 0.208, -0.390], [-3.715, 0.814, 0.691], [-4.984, 1.420, 0.057], [-6.100, 0.417, -0.138], [-7.191, 0.773, -0.495], [-5.842, -0.885, 0.136], [-6.876, -1.540, 0.876], [-7.241, -0.859, 2.199], [-0.867, 0.163, -1.742], [-0.186, -1.042, -1.971], [1.290, -1.094, -1.503], [2.124, -1.881, -2.553], [3.139, -2.868, -1.981], [4.502, -2.009, -1.160], [4.713, -2.772, 0.377], [3.714, -3.846, 1.072], [5.900, -2.389, 1.041], [5.930, -1.846, 2.304], [7.270, -1.658, 2.555], [8.019, -2.082, 1.496], [7.188, -2.512, 0.575], [-0.956, -2.370, -1.801], [-2.659, -2.303, -2.763], [-1.088, -3.018, -0.426], [0.107, -3.899, -0.013], [3.197, 5.438, 1.030], [4.385, 6.079, -0.229], [2.178, 6.187, -1.629], [1.927, 3.853, -2.378], [2.603, 3.263, -0.873], [0.637, 3.926, 0.369], [-0.075, 4.639, -1.107], [-0.102, -0.656, 0.753], [-1.409, 0.077, 1.563], [-0.008, 2.287, 1.548], [0.332, 0.945, 2.591], [2.274, 2.038, 1.674], [1.959, 1.436, 0.074], [3.168, 0.119, 2.439], [3.042, -0.527, 0.785], [1.774, -0.799, 1.967], [-2.742, -0.862, -0.209], [-3.277, 0.292, -1.356], [-4.088, -0.011, 1.296], [-3.247, 1.499, 1.389], [-4.780, 1.820, -0.933], [-5.400, 2.185, 0.707], [-6.484, -2.529, 1.100], [-7.749, -1.712, 0.252], [-8.322, -0.782, 2.271], [-6.772, 0.110, 2.342], [-6.928, -1.485, 3.032], [-0.039, -1.033, -3.054], [1.429, -1.547, -0.526], [1.620, -0.062, -1.564], [1.490, -2.385, -3.281], [2.706, -1.152, -3.121], [2.678, -3.587, -1.311], [3.597, -3.416, -2.803], [5.069, -1.655, 2.913], [7.683, -1.238, 3.454], [7.418, -2.934, -0.386], [-0.380, -3.070, -2.401], [-1.909, -3.729, -0.521], [-1.408, -2.355, 0.372], [-0.272, -4.778, 0.501], [0.545, -4.287, -0.933], [0.843, -3.376, 0.585]],
  "charge": 0,
  "lumo_energy_ha": -0.0272,
  "smiles": "C=CCCO[C@](Br)(N=C=O)[C@@](CCCC)(CCCC(=O)OCC)O[C@@H](CCCSC(=S)n1ccnc1)[C@H](Br)CC",
  "homo_lumo_gap_ev": 7.782
}



Number 1: total energy -2115.96607 a.u.. Number 2: total energy -3183.35675 a.u.. Number 3: total energy -7577.43388 a.u..